Entry 1:
Computed, not measured: a molecular structure, C64H66BGeN6O6SSn at a distorted geometry, with ωB97M-V/def2-TZVPD.

The geometry in XYZ format:
```
146
C64H66BGeN6O6SSn ωB97M-V/def2-TZVPD
Sn -0.26245 0.49502 -0.32563
C -0.01885 0.68622 -4.85653
C -0.81695 -0.45218 -4.32263
C -1.44385 -1.45008 -5.08163
C -2.03795 -2.27838 -4.14913
C -2.83935 -3.50858 -4.40803
N -1.76425 -1.77618 -2.92703
N -1.02755 -0.66838 -3.03223
B -2.18075 -2.40378 -1.58813
N -3.12385 -1.44228 -0.84683
N -2.92815 -0.12408 -0.71933
C -4.00145 0.38282 -0.12723
C -4.17945 1.81992 0.21727
C -4.93345 -0.62898 0.11457
C -4.33185 -1.77968 -0.35423
C -4.92175 -3.14658 -0.36673
N -0.90795 -2.82958 -0.82633
N 0.17195 -2.04528 -0.74953
C 1.17085 -2.75868 -0.24643
C 2.52805 -2.19068 -0.04253
C 0.72585 -4.05718 0.00807
C -0.60495 -4.05978 -0.36693
C -1.55385 -5.20338 -0.27863
H -0.53065 1.12552 -5.71473
H 0.96475 0.35622 -5.19903
H 0.11805 1.42062 -4.06973
H -1.46075 -1.55168 -6.15183
H -2.92035 -3.66178 -5.48293
H -3.83985 -3.41338 -3.98663
H -2.36155 -4.38198 -3.96393
H -2.79635 -3.39028 -1.82323
H -3.21495 2.29662 0.35077
H -4.75455 1.89022 1.14017
H -4.72615 2.34322 -0.56943
H -5.90295 -0.53178 0.56577
H -5.86845 -3.12308 0.16917
H -4.26395 -3.86758 0.11237
H -5.10055 -3.47598 -1.39093
H 2.66935 -1.33378 -0.69363
H 3.29635 -2.94328 -0.22153
H 2.61155 -1.83258 0.98157
H 1.28725 -4.87248 0.42147
H -1.03715 -6.06018 0.14737
H -1.94365 -5.47638 -1.25843
H -2.39355 -4.95248 0.36627
C -1.91195 3.35282 3.38587
C -1.79735 2.06172 2.57067
O -1.21035 2.15062 1.48707
C -2.43235 0.87222 3.06907
C -3.34325 0.92512 4.14457
C -4.07835 -0.16118 4.54147
C -3.92655 -1.38068 3.86267
C -3.03255 -1.48518 2.84317
C -2.21045 -0.39358 2.41127
O -1.36095 -0.60788 1.50877
H -1.38825 4.13972 2.84507
H -1.46985 3.24322 4.37457
H -2.95635 3.63892 3.49907
H -3.49805 1.85932 4.66697
H -4.78255 -0.08568 5.35957
H -4.52825 -2.23778 4.14957
H -2.89665 -2.41018 2.30407
O -1.15505 2.26142 -2.32983
S -2.34055 3.07822 -2.09143
C -1.72835 4.78312 -2.35023
C -0.35865 4.94922 -2.43963
C 0.17135 6.22332 -2.53803
C -0.66965 7.32362 -2.53013
C -2.04185 7.15022 -2.43803
C -2.57735 5.87612 -2.34643
C -3.28725 3.05452 -3.66433
C -4.67085 3.05012 -3.62013
C -5.39555 2.93682 -4.79513
C -4.73675 2.81892 -6.00753
C -3.35205 2.83022 -6.04653
C -2.62765 2.95242 -4.87423
H 0.27075 4.07242 -2.40613
H 1.23975 6.35972 -2.60453
H -0.25705 8.32092 -2.58903
H -2.69435 8.01122 -2.42843
H -3.64455 5.73062 -2.26763
H -5.17855 3.12152 -2.66993
H -6.47545 2.92832 -4.76403
H -5.30345 2.71112 -6.92143
H -2.83865 2.73802 -6.99213
H -1.55055 2.95252 -4.88163
C 2.24415 -1.70988 -3.48813
C 2.40435 -0.25148 -3.14903
O 1.80935 0.26512 -2.23493
C 3.36015 0.55402 -3.96623
C 4.23395 0.00402 -4.90123
C 5.10615 0.82102 -5.59883
C 5.10805 2.18972 -5.38343
C 4.23905 2.74622 -4.45733
C 3.37575 1.93282 -3.75003
H 1.39695 -2.08918 -2.92443
H 3.13895 -2.25888 -3.19933
H 2.07325 -1.85488 -4.55133
H 4.24965 -1.06028 -5.08283
H 5.79015 0.38702 -6.31553
H 5.79265 2.81892 -5.93513
H 4.24375 3.81422 -4.29063
H 2.70195 2.33522 -3.00833
O 1.87815 2.04122 0.17447
C 2.36115 1.36662 1.09077
O 1.74705 0.49262 1.74427
C 3.82445 1.60882 1.48357
C 4.44855 0.31142 1.94157
Ge 3.25225 -0.66258 3.28617
C 4.50475 -2.16378 3.88677
C 4.07925 -2.96548 4.94177
C 4.75135 -4.11608 5.30807
C 5.88475 -4.50378 4.61187
C 6.33225 -3.72308 3.56067
C 5.64875 -2.56838 3.21027
C 3.06085 0.55002 4.86617
C 3.65205 0.25762 6.08887
C 3.39375 1.02212 7.21467
C 2.54285 2.11062 7.13027
C 1.96105 2.43062 5.91487
C 2.21595 1.65252 4.79827
C 1.60035 -1.80288 3.45297
C 1.58735 -3.12798 3.05007
C 0.50335 -3.94408 3.31287
C -0.57685 -3.44958 4.01867
C -0.55465 -2.14108 4.47027
C 0.51505 -1.31908 4.16507
H 3.81265 2.34262 2.29657
H 4.34485 2.03822 0.62307
H 5.39325 0.49812 2.45847
H 4.64955 -0.32408 1.07847
H 3.18005 -2.68328 5.47427
H 4.38245 -4.72308 6.12627
H 6.40705 -5.41368 4.88167
H 7.21325 -4.02498 3.00537
H 6.01205 -1.97628 2.37997
H 4.31805 -0.59158 6.16037
H 3.84975 0.76122 8.16247
H 2.33135 2.70352 8.01137
H 1.29775 3.28422 5.84487
H 1.73915 1.88562 3.85737
H 2.43745 -3.54238 2.52797
H 0.51785 -4.97138 2.97367
H -1.43505 -4.07808 4.21507
H -1.37535 -1.75328 5.05717
H 0.51795 -0.29108 4.49937
```

As for the largest force on an atom: 2.2 eV/A. The calculation puts the LUMO energy at 2.14 eV. Its total charge is -1. The HOMO energy comes out at -0.1690 hartree. The calculation puts the orbital gap at 6.74 eV. The relative energy (zero: lowest compared OMol25 entry of this formula, charge and spin) comes out at 24.84 kcal per mole. The calculated total energy comes out at -5972.8418 Ha.

Entry 2:
Computed, not measured: 7 unconnected molecules or ions with the total composition C64H67F11N2O5S at a distorted geometry, with ωB97M-V/def2-TZVPD.

The geometry in XYZ format:
```
150
C64H67F11N2O5S ωB97M-V/def2-TZVPD
C -1.90626 -2.13238 6.85768
N -2.27603 -1.14101 5.83158
C -3.15068 -1.65956 4.77565
C -2.98766 -0.99077 3.35408
S -1.22319 -1.01954 2.76206
O -0.47049 0.10354 3.33167
O -1.11004 -1.03796 1.30440
C -0.30498 -2.54309 3.40351
F -1.10162 -3.65593 3.49416
F 0.25590 -2.23409 4.62654
C 0.91340 -2.84163 2.42699
F 1.62118 -1.71115 2.17952
F 0.48993 -3.47343 1.30460
F 1.75256 -3.70221 3.10813
C -4.04504 -1.85000 2.50037
C -3.55029 -2.92529 1.45877
C -3.95664 -2.64666 -0.05020
C -3.84491 -4.06241 -0.79134
C -2.32447 -4.54005 -0.92975
O -2.10140 -5.82802 -0.29937
O -5.19939 -1.10655 2.03629
C -5.11151 0.13807 2.67441
O -6.10217 0.80180 2.74265
C -3.62698 0.47683 3.18379
C -3.09839 1.41242 2.02429
C -3.48046 0.98147 0.55821
C -2.62446 1.87526 -0.46027
C -1.11169 1.47652 -0.51518
N -0.33853 2.50671 -1.27491
C -0.62861 3.83901 -1.52562
C 0.48246 4.41634 -2.29636
C 1.47118 3.31730 -2.46384
C 0.89092 2.15225 -1.82059
C -3.94620 1.32272 4.48114
C -2.73459 1.93963 5.23757
C -1.63472 2.71267 4.67302
C -0.57955 3.22022 5.54108
C -0.54144 3.00676 6.98518
C -1.66137 2.26829 7.57984
C -1.77705 1.95036 9.11327
C -2.71363 1.76284 6.70960
H -2.18892 -1.68527 7.86079
H -0.79299 -2.29889 6.92679
H -2.47826 -3.09609 6.79481
H -1.48709 -0.59242 5.49562
H -4.21918 -1.44004 5.09180
H -3.07568 -2.78422 4.75536
H -4.54447 -2.49809 3.28025
H -4.05818 -3.89993 1.72191
H -2.45549 -3.14157 1.46002
H -3.21316 -1.99175 -0.58225
H -5.01654 -2.32573 -0.18063
H -4.23392 -3.90431 -1.82115
H -4.45708 -4.84821 -0.27474
H -1.59611 -3.76199 -0.56329
H -2.12949 -4.71090 -2.02199
H -1.99089 -5.62735 0.64507
H -1.99718 1.60291 2.03295
H -3.58172 2.42099 2.18924
H -4.55176 1.20578 0.28433
H -3.22570 -0.07822 0.31627
H -2.82263 2.95544 -0.25363
H -3.07287 1.65179 -1.47385
H -0.60844 1.39583 0.48148
H -0.93417 0.49219 -1.03439
H -1.54529 4.38456 -1.21060
H 0.51091 5.46719 -2.64400
H 2.44756 3.42353 -2.97961
H 1.40417 1.16997 -1.80356
H -4.56059 0.71458 5.20409
H -4.61615 2.18108 4.18300
H -1.60042 2.92197 3.58471
H 0.26026 3.79034 5.08696
H 0.30185 3.38917 7.59983
H -2.42298 2.66726 9.67211
H -2.13783 0.88338 9.18244
H -0.72152 1.91726 9.51271
H -3.55808 1.19754 7.17969
F 1.00928 -3.73438 -3.76228
C 1.60625 -4.63279 -2.96020
C 2.00622 -5.84885 -3.48355
C 2.62735 -6.77421 -2.65474
C 2.83123 -6.47698 -1.31182
C 2.42001 -5.25336 -0.79762
C 1.80851 -4.32284 -1.62815
H 1.83154 -6.06556 -4.53014
H 2.95185 -7.72706 -3.05518
H 3.31233 -7.20216 -0.66547
H 2.57566 -5.02416 0.25009
H 1.48924 -3.36028 -1.24730
F 8.83297 -4.74495 -2.26674
C 7.78849 -4.21595 -1.60412
C 7.13273 -4.97833 -0.65479
C 6.05765 -4.43219 0.03375
C 5.64530 -3.13319 -0.24381
C 6.31004 -2.37942 -1.20357
C 7.39232 -2.92140 -1.88499
H 7.46363 -5.99124 -0.45855
H 5.54105 -5.01764 0.78509
H 4.80317 -2.70829 0.29061
H 5.98533 -1.36909 -1.42153
H 7.92788 -2.34612 -2.62993
F -6.26431 -3.75157 -1.72465
C -7.06264 -4.83498 -1.77483
C -8.42127 -4.68449 -1.56411
C -9.24567 -5.80071 -1.62048
C -8.70070 -7.05411 -1.87614
C -7.33317 -7.19194 -2.08122
C -6.50807 -6.07551 -2.03607
H -8.82617 -3.70124 -1.35822
H -10.31236 -5.69391 -1.46458
H -9.34480 -7.92491 -1.91556
H -6.90888 -8.16946 -2.27638
H -5.44167 -6.16306 -2.20210
F 13.82726 -4.82316 2.11857
C 12.51053 -5.09268 2.12975
C 11.88064 -5.34434 3.33529
C 10.51899 -5.61783 3.34677
C 9.80677 -5.64676 2.15300
C 10.45307 -5.39698 0.94828
C 11.81244 -5.11256 0.93593
H 12.45399 -5.32529 4.25388
H 10.01330 -5.80893 4.28569
H 8.74473 -5.86447 2.16295
H 9.89826 -5.42377 0.01851
H 12.33100 -4.90674 0.00776
F 2.35801 5.95862 -4.17191
C 1.88326 6.90209 -5.00305
C 1.73120 8.19689 -4.54157
C 1.24491 9.17283 -5.40262
C 0.90686 8.84067 -6.71015
C 1.06053 7.53361 -7.15841
C 1.55670 6.55882 -6.30234
H 1.99212 8.43513 -3.51759
H 1.12912 10.19215 -5.05367
H 0.52319 9.60211 -7.38076
H 0.79340 7.27378 -8.17575
H 1.69101 5.53763 -6.63695
F 0.00606 11.17079 -8.65177
C -0.23354 12.43592 -8.25880
C -0.54508 13.39201 -9.20794
C -0.79711 14.69601 -8.80183
C -0.72421 15.02972 -7.45409
C -0.40527 14.05981 -6.51148
C -0.16355 12.75300 -6.91467
H -0.58910 13.11465 -10.25388
H -1.04957 15.45195 -9.53552
H -0.91690 16.04864 -7.13903
H -0.34473 14.32137 -5.46189
H 0.07766 11.98221 -6.19348
```

As for the largest force on an atom: 3.5 eV/A. The calculation puts the LUMO energy at 0.29 eV. Its total charge is 0. The HOMO energy comes out at -0.2822 hartree. The calculation puts the orbital gap at 7.97 eV. As for the SMILES: CNC[C@@]1(S(=O)(=O)C(F)(F)C(F)(F)F)[C@H](CCCCO)OC(=O)[C@@]1(CCCCn1cccc1)Cc1cccc(C)c1.Fc1ccccc1.Fc1ccccc1.Fc1ccccc1.Fc1ccccc1.Fc1ccccc1.Fc1ccccc1. The calculated total energy comes out at -4461.1713 Ha.